The following is a quantum chemistry calculation of 2 unconnected molecules or ions with the total composition C2HBrClOS in a non-equilibrium geometry, from OMol25.

```
7
Properties=species:S:1:pos:R:3
C -2.22268 1.38509 -0.40969
C -0.85052 -0.28712 -0.14181
O -2.51418 1.37433 -1.56511
S -2.50185 2.08116 0.98422
Cl 0.45381 -0.05659 -1.24036
Br -1.88640 -1.87660 -0.23056
H -0.55863 -0.06815 0.89305
```

Values from the calculation:
* lowest unoccupied orbital energy: 3.40 eV
* charge: -1
* DFT total energy: -97538.3738 eV
* energy above the lowest of the compared OMol25 structures with the same formula, charge and spin: 11.8 kcal/mol
* orbital gap: 6.57 eV



The following is a quantum chemistry calculation of 2 unconnected molecules or ions with the total composition CH4Cl2N2 in a non-equilibrium geometry, from OMol25.

```
9
Properties=species:S:1:pos:R:3
C 0.62591 0.68846 0.41362
N -1.59178 -0.39008 0.72266
N 1.15942 0.15176 -0.64618
Cl -1.71237 -1.56982 -0.53141
Cl 1.41330 -1.65515 -0.41351
H 0.87103 0.13177 1.38734
H 0.31068 1.73409 0.46288
H -2.00686 0.35787 0.25524
H 0.93067 0.55110 -1.65064
```

Values from the calculation:
* lowest unoccupied orbital energy (alpha / beta): -0.62 / -0.91 eV
* DFT total energy: -29121.4228 eV
* energy above the lowest of the compared OMol25 structures with the same formula, charge and spin: 78.5 kcal/mol
* orbital gap (alpha / beta): 7.75 / 6.27 eV



The following is a quantum chemistry calculation of a molecular structure, BrCo in a non-equilibrium geometry, from OMol25.

```
2
Properties=species:S:1:pos:R:3
Co 0.81207 -0.89416 -0.09374
Br -0.81207 0.89416 0.09374
```

Values from the calculation:
* 2S+1: 4
* lowest unoccupied orbital energy (alpha / beta): -7.92 / -9.22 eV
* charge: +1
* DFT total energy: -107658.4931 eV
* energy above the lowest of the compared OMol25 structures with the same formula, charge and spin: 4.3 kcal/mol
* orbital gap (alpha / beta): 8.19 / 6.72 eV



The following is a quantum chemistry calculation of a molecular structure, C19H40FeGeN5 in a non-equilibrium geometry, from OMol25.

```
66
Properties=species:S:1:pos:R:3
Fe -0.31061 -0.24087 0.04530
N 0.47862 1.18322 3.42512
C 1.90176 1.45653 3.47561
C 2.73344 0.82423 2.33606
N 2.14404 0.59595 1.00624
C 3.08303 -0.25891 0.24949
C 3.23488 -1.73578 0.68038
N 2.16637 -2.65734 0.34658
C 2.00932 1.88296 0.27994
C 0.78488 2.73161 0.61297
N -0.42758 2.09736 0.11059
H 0.29807 0.23678 3.09762
H 0.06821 1.25670 4.34677
H 2.05486 2.54401 3.46888
H 2.35287 1.09752 4.41201
H 3.63040 1.45639 2.21048
H 3.06982 -0.14301 2.70399
H 2.73128 -0.27400 -0.78413
H 4.08912 0.19964 0.27504
H 4.13820 -2.09201 0.17233
H 3.41593 -1.81943 1.75562
H 1.82259 -2.46051 -0.59348
H 1.36559 -2.51777 0.95023
H 2.91827 2.48103 0.46220
H 1.94304 1.67025 -0.78858
H 0.70031 2.86093 1.68843
H 0.92224 3.72601 0.16395
H -1.25238 2.60261 0.40343
H -0.41575 2.03198 -0.90589
C -2.87749 -1.44304 -0.95686
N -2.64380 -0.36989 0.00422
C -3.31273 0.83405 -0.44855
C -3.10439 -0.77498 1.32778
C -2.22951 -1.87204 1.88424
C -2.79641 -2.89969 2.62646
C -1.98808 -3.86162 3.21973
C -0.61238 -3.76443 3.06533
C -0.07588 -2.74142 2.29011
C -0.85176 -1.76795 1.64472
H -3.95157 -1.69212 -1.02726
H -2.32466 -2.33048 -0.65276
H -2.50252 -1.13123 -1.93040
H -4.40053 0.68241 -0.55734
H -2.89850 1.12468 -1.41539
H -3.14776 1.64370 0.26604
H -4.16435 -1.08759 1.30092
H -3.03834 0.09857 1.98681
H -3.87459 -2.96432 2.74683
H -2.42368 -4.67870 3.78345
H 0.04060 -4.49093 3.53793
H 1.00878 -2.70563 2.19284
C 1.23471 2.42201 -3.33991
Ge 0.00695 0.82823 -3.52953
C 0.64365 0.09839 -5.30424
C -1.67991 1.77932 -4.15296
C -0.10157 -0.30440 -2.02655
H 1.31159 2.95090 -4.29345
H 2.23976 2.09207 -3.06247
H 0.90104 3.14582 -2.58901
H 0.61910 0.87682 -6.07086
H 0.02691 -0.73574 -5.64752
H 1.66983 -0.26803 -5.22215
H -1.48906 2.29296 -5.10089
H -2.02734 2.52216 -3.42838
H -2.49274 1.06586 -4.31153
H -0.34419 -1.30984 -2.41657
```

Values from the calculation:
* 2S+1: 5
* lowest unoccupied orbital energy (alpha / beta): 2.83 / 2.83 eV
* charge: -1
* DFT total energy: -118702.7040 eV
* energy above the lowest of the compared OMol25 structures with the same formula, charge and spin: 18.9 kcal/mol
* orbital gap (alpha / beta): 4.69 / 4.90 eV



The following is a quantum chemistry calculation of C5H6O in the gas phase in a non-equilibrium geometry, from OMol25.

```
12
Properties=species:S:1:pos:R:3
C -2.53395 0.67398 -0.01779
C -1.08218 0.73224 0.05352
C 0.13970 0.48575 0.06562
C 1.65123 0.28193 -0.01120
C 1.91208 -1.15261 0.07028
O 2.47134 1.10174 -0.17802
H -2.77055 1.15047 -0.91310
H -2.78184 -0.30488 0.04570
H -2.81880 1.33185 0.83859
H 1.42133 -1.47345 -0.88866
H 1.43348 -1.53043 0.90851
H 2.95816 -1.29659 0.02656
```

Values from the calculation:
* lowest unoccupied orbital energy: 0.83 eV
* DFT total energy: -7327.0199 eV
* energy above the lowest of the compared OMol25 structures with the same formula, charge and spin: 52.2 kcal/mol
* orbital gap: 10.80 eV



The following is a quantum chemistry calculation of C2H8N2S2 in the gas phase in a non-equilibrium geometry, from OMol25.

```
14
Properties=species:S:1:pos:R:3
N 2.17020 -0.61122 -0.67274
N 1.13101 0.28059 -0.33612
C -0.24864 -0.04154 -0.00599
S -0.25984 -1.87161 0.57490
C -1.00651 0.71480 1.02728
S -2.68219 0.16475 0.99294
H 2.62495 -1.10244 0.17209
H 1.97744 -1.36000 -1.33252
H 1.64166 0.92492 0.37113
H -0.76002 -0.16640 -1.00229
H 0.39417 -2.19755 -0.51875
H -0.60595 0.46774 2.01922
H -0.88940 1.77539 1.01737
H -3.00122 0.45141 2.26229
```

Values from the calculation:
* lowest unoccupied orbital energy: 0.74 eV
* DFT total energy: -26852.0083 eV
* energy above the lowest of the compared OMol25 structures with the same formula, charge and spin: 56.2 kcal/mol
* orbital gap: 9.12 eV



Number 6 is which compound?
C2H8N2S2



Which of these has the lowest DFT total energy?
C19H40FeGeN5